DFT (the ωB97M-V functional and the def2-TZVPD basis) results for the molecule C3H4N2O at a distorted geometry.

```
10
C3H4N2O, DFT the ωB97M-V functional and the def2-TZVPD basis
C -1.321 -0.488 -0.339
C -0.030 -0.305 -0.604
C 0.704 0.983 -0.536
N 1.403 0.949 0.529
N 1.207 -0.380 1.090
O 0.867 -1.194 -0.050
H -1.621 -1.450 0.064
H -2.055 0.298 -0.456
H 0.222 -0.280 1.458
H 0.624 1.867 -1.156
```

Values from the calculation:
HOMO energy (eV): -10.317
Gap between HOMO and LUMO (Ha): 0.3983
E (eV): -8198.970
SMILES string: C=C1C=NNO1
Lowest unoccupied orbital energy (eV): 0.522

DFT (the ωB97M-V functional and the def2-TZVPD basis) results for a cluster of 2 separate species, C3HO3S in total at a distorted geometry.

```
8
C3HO3S, DFT the ωB97M-V functional and the def2-TZVPD basis
C 2.049 -1.046 -0.302
C -2.344 0.933 1.026
C 1.309 -0.200 -0.914
O -2.019 0.233 1.828
O 2.628 -1.857 0.340
O -2.809 1.606 0.258
S -0.425 -0.178 -0.435
H 1.611 0.509 -1.800
```

Values from the calculation:
HOMO energy (eV): -2.331
Gap between HOMO and LUMO (Ha): 0.2215
E (eV): -20105.138
Lowest unoccupied orbital energy (eV): 3.697
Net charge: -1

DFT (the ωB97M-V functional and the def2-TZVPD basis) results for a structure of composition C4H4CuLiO5 at a distorted geometry.

```
15
C4H4CuLiO5, DFT the ωB97M-V functional and the def2-TZVPD basis
O -0.567 -1.430 0.147
C -0.942 -1.032 1.342
C 0.945 -0.925 -0.098
O -2.065 -0.615 1.558
O 0.101 -0.661 2.079
C 1.340 -0.878 1.384
H 1.547 -0.179 -0.628
H 1.233 -1.768 -0.734
H 2.002 -0.042 1.625
H 1.770 -1.826 1.726
O 0.308 2.483 -1.467
C -0.520 1.529 -1.306
O -1.602 1.596 -2.052
Cu -2.638 0.395 -0.673
Li -0.913 3.353 -2.904
```

Values from the calculation:
HOMO energy (eV): -6.163
Gap between HOMO and LUMO (Ha): 0.2151
E (eV): -59291.868
Lowest unoccupied orbital energy (eV): -0.309

DFT (the ωB97M-V functional and the def2-TZVPD basis) results for a structure of composition C5H10N2O2 at a distorted geometry.

```
19
C5H10N2O2, DFT the ωB97M-V functional and the def2-TZVPD basis
C 0.918 0.178 -1.863
C 0.707 -0.248 -0.419
N 1.932 -0.700 0.187
C -0.490 -1.072 -0.176
H 1.825 -0.747 1.198
H 2.670 -0.022 0.017
H 1.317 -0.653 -2.451
H -0.020 0.500 -2.322
H 1.620 1.016 -1.922
H -1.032 -1.417 -1.053
H -0.396 -1.791 0.634
C -1.739 0.049 0.494
C 0.022 1.005 0.483
O -2.045 -0.343 1.762
N 0.560 1.244 1.631
O -2.580 0.516 -0.247
H -2.990 -0.143 1.884
H 0.032 0.908 2.434
H -0.310 1.720 -0.270
```

Values from the calculation:
HOMO energy (spin up / spin down) (eV): -7.875 / -7.872
Gap between HOMO and LUMO (spin up / spin down) (Ha): 0.2468 / 0.2467
E (eV): -12418.244
Lowest unoccupied orbital energy (spin up / spin down) (eV): -1.158 / -1.159

DFT (the ωB97M-V functional and the def2-TZVPD basis) results for a structure of composition C4H5NiO3 at a distorted geometry.

```
13
C4H5NiO3, DFT the ωB97M-V functional and the def2-TZVPD basis
O 0.045 -0.412 0.958
C -1.341 -0.563 0.844
C -1.919 0.251 -0.292
O -1.465 1.570 -0.322
Ni 0.282 1.474 0.331
H -1.589 -1.639 0.734
H -3.023 0.195 -0.167
H -1.704 -0.260 -1.266
O 2.220 1.441 0.465
C 2.353 0.252 -0.130
C 1.313 -0.612 -0.209
H 3.369 -0.040 -0.445
H 1.457 -1.656 -0.501
```

Values from the calculation:
HOMO energy (spin up / spin down) (eV): -3.391 / -2.169
Gap between HOMO and LUMO (spin up / spin down) (Ha): 0.2798 / 0.2218
E (eV): -51410.346
Lowest unoccupied orbital energy (spin up / spin down) (eV): 4.224 / 3.865
Net charge: -1
Spin multiplicity: 3

DFT (the ωB97M-V functional and the def2-TZVPD basis) results for a structure of composition C46H46CsO2S2Sb3Se4 at a distorted geometry.

```
104
C46H46CsO2S2Sb3Se4, DFT the ωB97M-V functional and the def2-TZVPD basis
Cs 0.196 2.347 -1.169
C -3.046 7.731 1.174
C -3.172 6.281 0.817
C -2.902 5.846 -0.468
C -2.779 4.492 -0.757
C -3.004 3.574 0.254
C -3.312 3.986 1.548
C -3.394 5.335 1.817
S -2.691 1.850 -0.047
O -2.143 1.758 -1.446
C -4.373 1.233 -0.086
C -5.235 1.692 -1.111
C -6.481 1.166 -1.225
C -6.931 0.169 -0.312
C -8.231 -0.386 -0.400
C -8.652 -1.333 0.488
C -7.789 -1.776 1.514
C -6.528 -1.260 1.618
C -6.068 -0.278 0.707
C -4.749 0.265 0.793
C -3.810 -0.175 1.869
C -3.856 0.506 3.129
C -4.874 1.450 3.428
C -4.884 2.109 4.622
C -3.866 1.882 5.575
C -2.883 0.973 5.319
C -2.869 0.250 4.101
C -1.864 -0.716 3.829
C -1.884 -1.414 2.666
C -2.871 -1.144 1.686
S -2.704 -2.131 0.191
O -3.652 -1.618 -0.834
C -3.490 -3.585 0.881
C -4.839 -3.771 0.625
C -5.473 -4.889 1.148
C -4.777 -5.824 1.906
C -5.471 -7.045 2.445
C -3.417 -5.623 2.126
C -2.766 -4.513 1.613
H -3.370 8.380 0.360
H -1.994 7.943 1.379
H -3.621 7.973 2.068
H -2.637 6.564 -1.232
H -2.423 4.172 -1.726
H -3.389 3.266 2.352
H -3.549 5.662 2.837
H -4.871 2.446 -1.797
H -7.147 1.496 -2.012
H -8.887 -0.043 -1.191
H -9.648 -1.750 0.406
H -8.126 -2.527 2.216
H -5.860 -1.606 2.397
H -5.640 1.658 2.693
H -5.663 2.830 4.832
H -3.861 2.443 6.500
H -2.089 0.805 6.033
H -1.073 -0.873 4.550
H -1.108 -2.134 2.454
H -5.367 -3.043 0.025
H -6.531 -5.036 0.963
H -6.518 -6.833 2.664
H -4.998 -7.397 3.361
H -5.446 -7.865 1.725
H -2.856 -6.349 2.702
H -1.702 -4.388 1.764
C 5.358 1.165 0.840
Sb 3.624 0.255 -0.019
C 3.745 1.333 -1.875
C 4.859 -1.417 -0.948
C 4.920 -2.623 -0.092
C 5.796 -2.599 1.002
C 5.907 -3.651 1.890
C 5.133 -4.789 1.706
C 4.257 -4.830 0.637
C 4.122 -3.772 -0.262
C 3.097 -3.928 -1.345
Sb 1.038 -3.642 -0.682
C 1.471 -2.707 1.193
C 0.606 -1.874 -1.816
H 5.570 0.749 1.823
H 5.126 2.223 0.947
H 6.214 1.019 0.179
H 4.767 1.281 -2.254
H 3.491 2.371 -1.670
H 3.070 0.921 -2.628
H 5.854 -0.998 -1.092
H 4.421 -1.599 -1.929
H 6.394 -1.708 1.151
H 6.594 -3.581 2.724
H 5.208 -5.627 2.387
H 3.641 -5.713 0.489
H 3.136 -4.940 -1.750
H 3.239 -3.234 -2.174
H 1.116 -3.333 2.012
H 1.003 -1.726 1.234
H 2.544 -2.554 1.302
H 0.697 -2.111 -2.876
H 1.312 -1.090 -1.551
H -0.409 -1.524 -1.625
Se 0.759 6.006 2.855
Sb 1.978 5.068 0.946
Se 2.043 2.537 1.287
Se 0.617 5.508 -1.121
Se 4.288 5.788 0.613
```

Values from the calculation:
HOMO energy (eV): -0.863
Gap between HOMO and LUMO (Ha): 0.1405
E (eV): -355761.472
Lowest unoccupied orbital energy (eV): 2.961
Net charge: -2

DFT (the ωB97M-V functional and the def2-TZVPD basis) results for a cluster of 2 separate species, C5H11O2 in total at a distorted geometry.

```
18
C5H11O2, DFT the ωB97M-V functional and the def2-TZVPD basis
C -2.587 0.693 2.583
C -1.327 0.264 1.822
H -3.446 0.752 1.920
H -2.695 0.012 3.413
H -2.588 1.763 2.743
H -0.397 0.388 2.360
H -0.834 0.863 0.934
H -1.416 -0.740 1.476
C 1.262 -0.079 -2.154
C 1.406 -1.525 -1.918
C 2.001 0.787 -1.075
O 1.249 1.626 -0.493
O 3.082 0.312 -0.692
H 1.859 0.194 -3.100
H 0.279 0.397 -2.270
H 0.755 -1.960 -2.729
H 1.001 -1.786 -0.877
H 2.397 -1.961 -1.941
```

Values from the calculation:
HOMO energy (eV): -3.752
Gap between HOMO and LUMO (Ha): 0.2715
E (eV): -9458.698
Lowest unoccupied orbital energy (eV): 3.637
Net charge: -1

DFT (the ωB97M-V functional and the def2-TZVPD basis) results for a structure of composition C36H42Cl2NOP3Tc at a distorted geometry.

```
86
C36H42Cl2NOP3Tc, DFT the ωB97M-V functional and the def2-TZVPD basis
P 1.113 1.633 -5.262
C 2.789 1.735 -6.067
C 3.139 1.077 -7.256
H 2.472 0.337 -7.696
C 4.337 1.390 -7.907
H 4.569 0.907 -8.857
C 5.219 2.312 -7.344
H 6.145 2.563 -7.859
C 4.917 2.907 -6.114
H 5.614 3.610 -5.660
C 3.720 2.606 -5.468
H 3.483 3.060 -4.506
C 0.390 0.294 -6.319
C 0.694 -1.031 -5.950
H 1.197 -1.217 -5.001
C 0.385 -2.091 -6.798
H 0.651 -3.107 -6.506
C -0.255 -1.848 -8.016
H -0.476 -2.673 -8.690
C -0.617 -0.547 -8.365
H -1.131 -0.345 -9.306
C -0.318 0.518 -7.512
H -0.611 1.528 -7.792
C 0.345 3.093 -6.137
C 0.912 3.744 -7.242
H 1.924 3.505 -7.564
C 0.176 4.689 -7.962
H 0.619 5.151 -8.842
C -1.113 5.028 -7.550
H -1.690 5.756 -8.120
C -1.657 4.441 -6.403
H -2.655 4.720 -6.070
C -0.928 3.493 -5.687
H -1.339 3.050 -4.780
Tc 0.219 0.083 -0.585
C -1.757 -0.528 -0.799
C -2.235 -0.897 -2.012
H -2.405 -0.637 0.084
C -1.373 -0.582 -3.216
O -2.083 0.377 -4.030
H -1.601 0.493 -4.873
C -0.092 -0.026 -2.690
H -1.187 -1.506 -3.798
C 0.846 0.832 -2.677
Cl -0.305 -0.848 1.667
Cl 2.351 1.042 -0.014
P 1.438 -1.928 -0.434
C 2.428 -2.297 1.062
H 1.759 -2.623 1.863
H 2.942 -1.384 1.376
H 3.161 -3.079 0.832
C 0.358 -3.379 -0.599
H -0.243 -3.285 -1.510
H -0.313 -3.415 0.266
H 0.967 -4.289 -0.649
C 2.673 -2.094 -1.760
H 3.409 -1.289 -1.662
H 2.186 -2.014 -2.737
H 3.164 -3.070 -1.668
P -3.879 -1.650 -2.174
C -4.258 -2.488 -0.638
C -3.782 -2.811 -3.536
H -4.215 -1.778 0.195
H -3.528 -3.291 -0.466
H -5.266 -2.915 -0.710
H -3.304 -2.334 -4.401
H -4.801 -3.120 -3.803
H -3.202 -3.691 -3.231
C -5.063 -0.360 -2.557
H -5.405 0.108 -1.627
H -5.914 -0.804 -3.086
H -4.563 0.384 -3.189
H 1.704 1.405 -2.981
N -0.451 1.686 0.372
C -0.548 2.281 1.371
C -0.576 2.894 2.651
C -1.813 3.176 3.271
C -1.827 3.761 4.538
C -0.625 4.070 5.187
C 0.598 3.780 4.576
C 0.631 3.188 3.318
H -2.740 2.918 2.749
H -2.788 3.971 5.015
H -0.649 4.544 6.170
H 1.533 4.012 5.081
H 1.573 2.934 2.831
```

Values from the calculation:
HOMO energy (spin up / spin down) (eV): -12.785 / -12.742
Gap between HOMO and LUMO (spin up / spin down) (Ha): 0.2829 / 0.1794
E (eV): -96646.034
Lowest unoccupied orbital energy (spin up / spin down) (eV): -5.087 / -7.859
Net charge: +2
Spin multiplicity: 4

DFT (the ωB97M-V functional and the def2-TZVPD basis) results for a structure of composition C7H11N at a distorted geometry.

```
19
C7H11N, DFT the ωB97M-V functional and the def2-TZVPD basis
C -4.249 1.429 2.237
C -3.512 0.600 1.416
N -3.989 -0.564 0.920
C 1.790 0.825 1.197
C 2.920 -1.431 -3.077
C 2.244 -1.294 -1.902
C 2.136 -0.149 -1.072
C 1.754 -0.180 0.288
H -5.296 1.226 2.554
H -3.800 2.349 2.609
H -2.521 0.932 1.108
H -3.518 -0.705 0.028
H 2.283 1.779 1.123
H 1.155 0.496 2.035
H 3.124 -0.551 -3.667
H 3.415 -2.324 -3.402
H 1.740 -2.109 -1.356
H 2.854 0.886 -1.587
H 1.471 -1.215 0.546
```

Values from the calculation:
HOMO energy (spin up / spin down) (eV): -1.222 / -1.218
Gap between HOMO and LUMO (spin up / spin down) (Ha): 0.1542 / 0.0934
E (eV): -8922.435
Lowest unoccupied orbital energy (spin up / spin down) (eV): 2.973 / 1.324
Net charge: -1
Spin multiplicity: 2

DFT (the ωB97M-V functional and the def2-TZVPD basis) results for the molecule C5H2F6N2 at a distorted geometry.

```
15
C5H2F6N2, DFT the ωB97M-V functional and the def2-TZVPD basis
C -0.287 0.135 -0.228
C 0.694 0.182 0.704
C 0.508 0.647 -1.599
C -0.161 1.894 -2.218
C 0.686 -0.434 -2.715
N 1.900 0.606 0.137
N 1.805 0.887 -1.001
F -0.684 2.650 -1.294
F 0.757 2.619 -2.791
F -1.125 1.561 -3.079
F -0.442 -1.283 -2.639
F 0.765 0.039 -3.918
F 1.723 -1.250 -2.445
H -1.202 -0.428 -0.108
H 0.683 -0.286 1.655
```

Values from the calculation:
HOMO energy (spin up / spin down) (eV): -7.648 / -10.570
Gap between HOMO and LUMO (spin up / spin down) (Ha): 0.3157 / 0.2874
E (eV): -24498.071
Lowest unoccupied orbital energy (spin up / spin down) (eV): 0.941 / -2.751
Spin multiplicity: 3

DFT (the ωB97M-V functional and the def2-TZVPD basis) results for the ion C3H4ClN2O with charge +1 at a distorted geometry.

```
11
C3H4ClN2O, DFT the ωB97M-V functional and the def2-TZVPD basis
C -0.031 0.677 1.133
C 0.402 1.053 -1.402
C -0.198 -0.943 -0.135
N -0.585 -0.680 1.221
N 0.148 0.418 -0.333
O 0.082 1.659 1.746
Cl -0.459 -1.949 2.450
H 0.554 0.636 -2.360
H 0.432 2.224 -1.478
H 0.627 -1.793 -0.066
H -0.972 -1.303 -0.775
```

Values from the calculation:
HOMO energy (eV): -14.908
Gap between HOMO and LUMO (Ha): 0.3098
E (eV): -20715.229
SMILES string: C=[N+]1CN(Cl)C1=O
Lowest unoccupied orbital energy (eV): -6.477
Net charge: +1

DFT (the ωB97M-V functional and the def2-TZVPD basis) results for a structure of composition C4H5Cl2NS at a distorted geometry.

```
13
C4H5Cl2NS, DFT the ωB97M-V functional and the def2-TZVPD basis
C 1.459 -1.251 -0.830
C 1.109 0.894 -0.575
C 0.980 -0.429 0.156
C -0.504 -0.669 0.578
N 3.838 1.355 -0.833
S 2.809 1.739 0.107
Cl 3.007 -1.873 -0.898
Cl 2.017 -0.235 1.847
H 1.405 0.808 -1.680
H 0.138 1.433 -0.392
H -1.187 0.098 0.484
H -0.500 -1.065 1.564
H -0.791 -1.543 -0.045
```

Values from the calculation:
HOMO energy (eV): -8.742
Gap between HOMO and LUMO (Ha): 0.2926
E (eV): -41592.900
Lowest unoccupied orbital energy (eV): -0.780

Copy entry 7 word for word.
DFT (the ωB97M-V functional and the def2-TZVPD basis) results for a cluster of 2 separate species, C5H11O2 in total at a distorted geometry.

```
18
C5H11O2, DFT the ωB97M-V functional and the def2-TZVPD basis
C -2.587 0.693 2.583
C -1.327 0.264 1.822
H -3.446 0.752 1.920
H -2.695 0.012 3.413
H -2.588 1.763 2.743
H -0.397 0.388 2.360
H -0.834 0.863 0.934
H -1.416 -0.740 1.476
C 1.262 -0.079 -2.154
C 1.406 -1.525 -1.918
C 2.001 0.787 -1.075
O 1.249 1.626 -0.493
O 3.082 0.312 -0.692
H 1.859 0.194 -3.100
H 0.279 0.397 -2.270
H 0.755 -1.960 -2.729
H 1.001 -1.786 -0.877
H 2.397 -1.961 -1.941
```

Values from the calculation:
HOMO energy (eV): -3.752
Gap between HOMO and LUMO (Ha): 0.2715
E (eV): -9458.698
Lowest unoccupied orbital energy (eV): 3.637
Net charge: -1

What did the eighth record say?
DFT (the ωB97M-V functional and the def2-TZVPD basis) results for a structure of composition C36H42Cl2NOP3Tc at a distorted geometry.

```
86
C36H42Cl2NOP3Tc, DFT the ωB97M-V functional and the def2-TZVPD basis
P 1.113 1.633 -5.262
C 2.789 1.735 -6.067
C 3.139 1.077 -7.256
H 2.472 0.337 -7.696
C 4.337 1.390 -7.907
H 4.569 0.907 -8.857
C 5.219 2.312 -7.344
H 6.145 2.563 -7.859
C 4.917 2.907 -6.114
H 5.614 3.610 -5.660
C 3.720 2.606 -5.468
H 3.483 3.060 -4.506
C 0.390 0.294 -6.319
C 0.694 -1.031 -5.950
H 1.197 -1.217 -5.001
C 0.385 -2.091 -6.798
H 0.651 -3.107 -6.506
C -0.255 -1.848 -8.016
H -0.476 -2.673 -8.690
C -0.617 -0.547 -8.365
H -1.131 -0.345 -9.306
C -0.318 0.518 -7.512
H -0.611 1.528 -7.792
C 0.345 3.093 -6.137
C 0.912 3.744 -7.242
H 1.924 3.505 -7.564
C 0.176 4.689 -7.962
H 0.619 5.151 -8.842
C -1.113 5.028 -7.550
H -1.690 5.756 -8.120
C -1.657 4.441 -6.403
H -2.655 4.720 -6.070
C -0.928 3.493 -5.687
H -1.339 3.050 -4.780
Tc 0.219 0.083 -0.585
C -1.757 -0.528 -0.799
C -2.235 -0.897 -2.012
H -2.405 -0.637 0.084
C -1.373 -0.582 -3.216
O -2.083 0.377 -4.030
H -1.601 0.493 -4.873
C -0.092 -0.026 -2.690
H -1.187 -1.506 -3.798
C 0.846 0.832 -2.677
Cl -0.305 -0.848 1.667
Cl 2.351 1.042 -0.014
P 1.438 -1.928 -0.434
C 2.428 -2.297 1.062
H 1.759 -2.623 1.863
H 2.942 -1.384 1.376
H 3.161 -3.079 0.832
C 0.358 -3.379 -0.599
H -0.243 -3.285 -1.510
H -0.313 -3.415 0.266
H 0.967 -4.289 -0.649
C 2.673 -2.094 -1.760
H 3.409 -1.289 -1.662
H 2.186 -2.014 -2.737
H 3.164 -3.070 -1.668
P -3.879 -1.650 -2.174
C -4.258 -2.488 -0.638
C -3.782 -2.811 -3.536
H -4.215 -1.778 0.195
H -3.528 -3.291 -0.466
H -5.266 -2.915 -0.710
H -3.304 -2.334 -4.401
H -4.801 -3.120 -3.803
H -3.202 -3.691 -3.231
C -5.063 -0.360 -2.557
H -5.405 0.108 -1.627
H -5.914 -0.804 -3.086
H -4.563 0.384 -3.189
H 1.704 1.405 -2.981
N -0.451 1.686 0.372
C -0.548 2.281 1.371
C -0.576 2.894 2.651
C -1.813 3.176 3.271
C -1.827 3.761 4.538
C -0.625 4.070 5.187
C 0.598 3.780 4.576
C 0.631 3.188 3.318
H -2.740 2.918 2.749
H -2.788 3.971 5.015
H -0.649 4.544 6.170
H 1.533 4.012 5.081
H 1.573 2.934 2.831
```

Values from the calculation:
HOMO energy (spin up / spin down) (eV): -12.785 / -12.742
Gap between HOMO and LUMO (spin up / spin down) (Ha): 0.2829 / 0.1794
E (eV): -96646.034
Lowest unoccupied orbital energy (spin up / spin down) (eV): -5.087 / -7.859
Net charge: +2
Spin multiplicity: 4

- Which of these has the highest E?
  C3H4N2O